Below is a single C5H8O molecule, with properties calculated with the ωB97M-V functional and the def2-TZVPD basis.

Last column: Löwdin charge in e.
Cartesian coordinates (Å):
C 1.3895 -1.3488 0.0685  -0.10
C 0.5908 -0.8528 1.2785  -0.08
C 0.2792 -0.4231 -0.0915  -0.29
C -0.6912 0.0242 -0.8778  -0.04
C -1.4312 1.2452 -0.4192  -0.25
O -0.4055 2.2050 -0.6762  -0.08
H 1.2509 -2.3513 -0.3136  0.10
H 2.4098 -0.9682 0.0002  0.11
H 1.0966 -0.2420 2.0222  0.10
H -0.1541 -1.5319 1.6863  0.11
H 0.3670 1.6751 -0.3811  0.08
H -0.6789 -0.1494 -1.9510  0.12
H -2.3308 1.4928 -0.9953  0.11
H -1.6920 1.2253 0.6499  0.12

## Properties
HOMO-LUMO gap (Ha): 0.3775
SMILES: OCC=C1CC1
ΔE to the lowest compared entry with this formula, charge and spin (eV): 2.914